No. 1
DFT (wB97M-V/def2-TZVPD) results for a 4-piece molecular cluster, C15H34Cl4O6 overall in a non-equilibrium geometry.

Geometry as XYZ:
```
59
Properties=species:S:1:pos:R:3:forces:R:3
C 4.467575 -1.120970 -4.227684 -0.422 0.898 0.965
O 3.514266 -0.283069 -3.538352 0.113 -0.545 -0.763
C 3.012534 -0.892248 -2.369746 0.037 -0.117 0.608
C 1.929501 -0.018889 -1.753777 -1.065 1.248 -1.816
O 0.624615 -0.117539 -2.472035 1.058 -0.085 0.704
C 0.517286 0.583269 -3.710431 0.035 -0.744 -0.030
C -0.888106 0.666568 -4.285691 0.313 0.358 1.630
O -1.439803 -0.545221 -4.731469 1.385 0.051 0.718
C -2.451992 -0.307836 -5.640497 -1.927 -1.087 0.304
H 4.133607 -2.147779 -4.216155 -0.072 -0.435 -0.070
H 5.444389 -1.037043 -3.741207 0.008 -0.139 -0.001
H 4.548337 -0.768515 -5.242656 -0.042 0.159 -0.297
H 3.840532 -0.927395 -1.640296 -0.168 -0.348 0.082
H 2.638468 -1.930492 -2.568473 0.206 0.732 0.120
H 2.314804 1.040915 -1.687695 -0.498 -0.738 -0.634
H 1.675480 -0.218052 -0.734880 -0.067 -0.883 0.586
H 1.043401 0.016266 -4.513574 0.612 0.929 0.614
H 0.784643 1.634688 -3.468547 0.444 -0.484 -0.888
H -0.750186 1.357915 -5.107413 -0.267 0.345 -0.415
H -1.514522 1.133196 -3.502508 -0.279 -0.030 -0.418
H -3.158304 0.434717 -5.202558 0.279 -0.133 -0.627
H -3.019970 -1.283917 -5.664189 0.494 1.058 -0.559
H -2.076978 -0.006587 -6.631839 -0.221 -0.023 0.239
C 1.079153 -0.791446 7.300694 1.547 -0.079 0.289
O -0.133388 -1.114106 6.738863 -1.018 0.268 -0.292
C -0.708540 0.012952 6.136499 -1.493 0.856 0.507
C -1.070697 -0.255614 4.720581 0.006 0.485 -0.321
O -0.011980 0.056446 3.845051 -0.050 0.937 0.187
C -0.256096 -0.357877 2.526645 -1.312 -0.813 0.290
C 0.352439 -1.712467 2.430394 -1.081 -2.321 -0.320
O 0.280557 -2.113798 1.074137 0.378 0.158 -0.990
C 1.109247 -3.214341 0.750053 -0.189 -0.435 1.026
H 1.798301 -0.405441 6.513197 -0.535 -0.401 0.952
H 1.419777 -1.725137 7.740282 0.548 0.028 -0.026
H 0.988349 -0.068079 8.129772 0.033 0.034 -0.310
H -0.044950 0.899877 6.265125 -0.545 -0.472 -0.357
H -1.742114 0.290192 6.551784 1.486 -0.531 0.416
H -1.977589 0.319538 4.558748 -0.070 0.593 -0.807
H -1.392148 -1.276599 4.608053 0.045 -0.761 0.095
H 0.272432 0.189686 1.777973 0.197 1.255 -0.163
H -1.374437 -0.343026 2.296048 1.386 -0.075 0.109
H -0.239776 -2.466875 3.045083 0.918 0.737 -0.341
H 1.403474 -1.704822 2.719953 -0.008 0.173 0.410
H 1.295262 -3.332604 -0.304905 -0.310 0.481 -0.508
H 0.607498 -4.127382 1.089354 0.231 -0.148 0.066
H 2.093526 -3.145664 1.237077 -0.182 0.070 0.049
Cl -3.949711 3.861521 1.318615 0.378 0.081 -0.764
C -3.066512 4.149916 -0.244937 1.597 1.685 1.873
C -1.528169 4.230870 0.050664 -0.612 -0.882 0.728
Cl -0.638921 4.448893 -1.488480 -0.134 0.252 0.198
H -3.416967 5.072988 -0.680811 -0.096 0.417 0.213
H -3.287501 3.407451 -0.928781 -0.356 -1.853 -1.024
H -1.167745 3.254122 0.453566 -0.410 0.953 -0.203
H -1.259826 5.005823 0.807302 -0.315 -0.364 -0.936
Cl -3.620154 -1.056462 -0.434337 -0.716 0.123 0.247
C -2.048556 -0.518022 -0.979033 1.102 -1.188 0.544
Cl -1.589032 1.090745 -0.413027 -0.330 -0.090 -0.304
H -1.330969 -1.214200 -0.502018 -0.266 0.496 -0.562
H -2.033814 -0.609039 -2.057513 0.221 0.342 -0.026
```
Positions in Å, forces in eV/Å.

- Spin multiplicity: 1
- Gap between HOMO and LUMO: 10.3 eV
- HOMO: -9.5831 eV
- Charge: 0
- LUMO: 0.72 eV

No. 2
DFT (wB97M-V/def2-TZVPD) results for a 4-piece molecular cluster, C15H34INO9P overall in a non-equilibrium geometry.

Geometry as XYZ:
```
61
Properties=species:S:1:pos:R:3:forces:R:3
C -0.996145 -1.203133 0.343141 0.772 -0.378 -0.478
C 0.130255 -1.050022 -0.887817 1.512 -0.707 1.328
C -0.207161 0.088874 -2.057304 0.414 0.425 0.907
N 1.264958 -1.750761 -0.737354 -5.245 3.079 -0.067
P 1.546121 -3.108653 -1.814989 4.917 -0.508 0.167
I -0.805093 -3.456551 -2.442743 -3.013 -0.616 -0.981
H -1.191902 -2.366611 0.453038 0.491 2.454 -0.368
H -0.472827 -0.867672 1.335302 -1.182 -0.376 -1.824
H -2.009471 -0.675150 0.106345 1.910 -0.760 0.649
H 0.300786 1.087085 -1.642276 -0.991 -2.093 -0.756
H 0.309544 -0.133098 -3.084505 -1.153 0.153 1.979
H -1.354358 0.349702 -2.131936 2.318 -0.847 -0.047
H 1.343543 -3.994317 -0.657862 -0.258 0.649 -0.444
H 1.841015 -4.293040 -2.570725 -0.254 -0.076 -0.453
H 1.708587 -2.262968 -3.009911 -0.331 -0.366 0.361
H 2.977004 -3.005161 -1.525184 -0.062 -0.015 -0.010
C -7.191226 -1.189973 3.725453 -0.046 0.166 -0.311
C -6.188023 -2.291211 4.023135 -0.070 0.438 0.276
O -6.097969 -3.216591 2.932916 0.520 0.039 -0.614
C -5.403774 -2.783511 1.848883 0.195 0.467 -0.352
O -4.857883 -1.697915 1.733592 -0.784 -1.517 0.280
O -5.445892 -3.755055 0.905070 -0.158 0.692 1.197
C -4.841734 -3.381378 -0.330529 0.461 0.109 -0.692
H -8.163147 -1.616425 3.457523 0.090 -0.025 0.179
H -7.316017 -0.535857 4.592919 0.010 -0.107 -0.042
H -6.870838 -0.575849 2.878235 0.088 -0.097 0.193
H -6.527751 -2.861486 4.893620 0.084 -0.187 -0.328
H -5.199647 -1.885738 4.268483 -0.138 -0.044 -0.254
H -3.814512 -3.032196 -0.182291 -0.258 0.022 -0.041
H -5.444689 -2.611366 -0.821044 0.183 0.009 0.121
H -4.814659 -4.263305 -0.976424 -0.098 0.056 0.358
C 5.902334 -2.080791 4.907639 0.038 -0.248 -0.254
C 5.014095 -0.849247 4.861971 0.011 -0.344 0.294
O 5.096557 -0.199729 3.587475 -0.400 -0.057 -0.435
C 4.425526 -0.805096 2.573650 -0.349 -0.627 -0.549
O 3.768183 -1.829926 2.659869 0.987 1.540 0.101
O 4.635313 -0.089442 1.442154 0.158 -0.269 1.593
C 4.069597 -0.681379 0.275568 -0.497 -0.345 -0.685
H 6.930925 -1.824196 4.634806 -0.098 0.077 0.157
H 5.898734 -2.523184 5.907746 0.008 0.090 -0.057
H 5.566947 -2.842001 4.196548 -0.091 0.156 0.153
H 5.362264 -0.126894 5.607194 -0.035 0.118 -0.354
H 3.972949 -1.089233 5.106744 0.153 -0.042 -0.243
H 3.002268 -0.885835 0.410069 0.309 -0.175 -0.055
H 4.610304 -1.598953 0.025028 -0.254 0.055 0.077
H 4.182340 0.023775 -0.552536 0.125 0.045 0.328
C -0.526767 7.262111 -4.087944 -0.013 -0.091 0.345
C 0.072353 6.424424 -5.204678 -0.507 0.255 -0.004
O 1.280461 5.782900 -4.778137 0.091 -0.812 0.361
C 1.120288 4.707138 -3.964702 -0.426 -0.178 0.374
O 0.055397 4.249628 -3.581948 1.487 0.665 -0.630
O 2.349279 4.245946 -3.628044 -0.951 0.628 -0.558
C 2.322808 3.177225 -2.685452 0.053 -0.630 0.408
H 0.210487 7.973191 -3.701811 -0.072 -0.003 -0.192
H -1.400991 7.813740 -4.444841 0.112 -0.039 -0.017
H -0.837669 6.639035 -3.243733 -0.012 0.006 -0.232
H 0.340704 7.078441 -6.040514 0.270 -0.241 0.151
H -0.642139 5.686957 -5.588257 0.173 0.004 0.236
H 1.684553 2.357143 -3.030682 0.035 0.272 0.125
H 1.984127 3.547600 -1.713242 -0.099 -0.133 -0.166
H 3.341679 2.795984 -2.574697 -0.131 0.288 -0.207
```
Positions in Å, forces in eV/Å.

- Spin multiplicity: 1
- Gap between HOMO and LUMO: 6.4 eV
- HOMO: -3.9243 eV
- Charge: -1
- LUMO: 2.43 eV

No. 3
DFT (wB97M-V/def2-TZVPD) results for a 2-piece molecular cluster, C15H34N3O3 overall in a non-equilibrium geometry.

Geometry as XYZ:
```
55
Properties=species:S:1:pos:R:3:forces:R:3
C -3.185394 3.827866 2.864729 0.010 0.042 0.022
C -1.745451 4.162150 2.477560 0.016 0.117 0.065
C -1.467183 4.331997 0.975800 -0.047 0.077 0.109
C -1.951990 5.674109 0.433907 -0.206 -0.106 -0.116
N -2.088778 3.232018 0.220222 -0.057 -0.017 0.087
C -1.618877 2.669636 -0.873794 -0.194 0.212 -0.356
N -0.527981 3.104890 -1.522331 0.151 0.140 0.421
C 0.516768 2.086771 -1.790987 0.214 0.007 -0.334
C -0.120124 0.788426 -2.295709 -0.059 -0.153 0.158
C -1.601328 1.002547 -2.602469 -0.281 -0.053 -0.390
C -1.841878 1.813638 -3.885534 0.018 0.238 0.153
N -2.277583 1.626076 -1.432924 0.920 -0.688 0.487
H -3.564876 2.915098 2.395191 0.018 0.033 0.035
H -3.238487 3.643269 3.937652 -0.004 0.066 -0.034
H -3.870195 4.648535 2.641403 0.013 -0.083 -0.053
H -1.486472 5.120822 2.933975 0.070 -0.104 0.046
H -1.055548 3.429648 2.903167 -0.099 -0.084 -0.113
H -0.387112 4.239944 0.832312 -0.040 0.024 0.029
H -1.594064 5.851439 -0.583381 0.018 0.038 0.060
H -3.044018 5.687235 0.388965 0.057 0.059 0.085
H -1.623538 6.491614 1.075141 0.056 -0.029 -0.084
H -2.994211 2.911356 0.539730 0.027 0.144 -0.094
H -0.189642 4.013321 -1.241812 0.102 -0.046 0.030
H 1.070707 1.891939 -0.869231 -0.001 0.081 -0.041
H 1.221221 2.508334 -2.506010 -0.153 0.045 -0.041
H -0.014804 0.015094 -1.530837 -0.041 0.011 -0.043
H 0.384009 0.415161 -3.187928 0.002 0.074 0.040
H -2.077011 0.029895 -2.721719 -0.026 0.048 0.100
H -2.184870 1.165389 -4.690364 0.087 0.038 0.005
H -2.601505 2.578086 -3.718405 -0.050 -0.108 -0.050
H -0.939308 2.333661 -4.209516 -0.029 -0.087 -0.040
H -2.522050 0.937094 -0.729123 -0.477 0.044 -0.146
C 2.800463 -0.971276 -0.138586 -0.011 -0.002 0.045
O 2.266382 -2.136399 0.431540 0.043 -0.065 -0.074
C 1.040895 -2.511652 -0.161812 0.027 0.071 0.016
C 0.693101 -3.948525 0.160067 -0.093 0.007 0.040
O 1.380977 -4.885642 -0.641659 0.025 0.038 -0.021
C 2.720883 -5.182619 -0.268225 0.063 -0.042 -0.019
C 2.829395 -6.133149 0.900428 0.028 0.012 0.045
O 2.596635 -5.448415 2.116447 -0.140 -0.006 -0.042
C 2.359315 -6.334624 3.188357 0.073 0.019 0.038
H 2.111960 -0.119887 -0.020600 0.014 0.007 -0.002
H 3.729830 -0.741434 0.377388 -0.005 0.001 0.010
H 3.009149 -1.112245 -1.206403 -0.017 0.041 -0.007
H 1.101369 -2.397909 -1.253717 -0.031 -0.010 -0.001
H 0.240981 -1.852689 0.218306 -0.021 -0.007 -0.050
H -0.364624 -4.088926 -0.075481 -0.001 -0.019 0.029
H 0.838732 -4.141909 1.225400 0.052 0.030 -0.011
H 3.286386 -4.270196 -0.065381 -0.017 -0.012 0.047
H 3.156561 -5.672377 -1.140190 -0.006 0.018 -0.012
H 3.836254 -6.573072 0.908109 -0.016 -0.041 0.009
H 2.100879 -6.944371 0.775941 0.006 -0.004 -0.025
H 1.465842 -6.943246 3.009181 0.009 -0.009 -0.009
H 2.208182 -5.733412 4.082206 0.004 0.000 0.001
H 3.212022 -7.003083 3.351004 -0.001 -0.005 -0.006
```
Positions in Å, forces in eV/Å.

- Spin multiplicity: 1
- Gap between HOMO and LUMO: 8.6 eV
- HOMO: -11.1443 eV
- Charge: +1
- Relative energy (zero: lowest compared OMol25 entry of this formula, charge and spin): 3.9 kcal per mole
- LUMO: -2.59 eV

No. 4
DFT (wB97M-V/def2-TZVPD) results for C15H34NO2P2PrSi as an isolated structure in a non-equilibrium geometry.

Geometry as XYZ:
```
56
Properties=species:S:1:pos:R:3:forces:R:3
Pr 0.269879 0.705231 0.394650 -0.003 -0.556 0.836
P 2.742839 -0.939183 0.475906 0.762 -0.982 -0.516
C 2.639706 -1.018705 -1.389568 0.236 0.062 -0.345
C 1.317746 -1.303902 -2.096619 -0.115 0.368 -0.251
N 0.177963 -0.693398 -1.661500 -0.181 -0.493 -0.375
C -1.004143 -0.976936 -2.281444 0.202 0.077 0.275
C -1.059086 -1.859305 -3.356558 -0.276 -0.013 -0.212
C 0.106302 -2.395347 -3.875092 0.027 0.183 0.308
C 1.304889 -2.095788 -3.242985 0.237 -0.216 0.065
C -2.306012 -0.369545 -1.776835 -0.305 -0.111 0.005
P -2.323732 1.235346 -0.821688 -0.807 -0.241 -0.948
H 2.221374 -2.504211 -3.663524 -0.048 0.115 0.351
H -2.006620 -2.135120 -3.822793 0.164 0.314 0.276
H 0.076346 -3.043522 -4.748676 0.051 0.147 0.195
H -2.922757 -0.119629 -2.656500 0.072 -0.424 0.272
H -2.863993 -1.110103 -1.169966 0.337 0.201 -0.340
H 3.085023 -0.069783 -1.775212 -0.296 -0.615 0.116
H 3.333296 -1.843979 -1.618977 -0.116 0.446 -0.312
H 1.501228 4.152477 -2.250401 0.224 -0.675 -0.311
O 1.858188 3.288886 -2.549739 0.217 0.641 0.052
H 2.593978 3.508459 -3.157360 -0.618 -0.129 0.490
H -0.483062 4.777203 0.014521 -0.123 0.316 -1.029
O -0.563546 4.802937 -0.966334 0.012 0.299 0.966
H -0.860035 5.714152 -1.160348 0.202 -0.558 0.124
C -2.478393 2.342365 -2.262948 0.176 0.348 -0.155
H -3.471849 2.201160 -2.707007 0.198 0.045 0.116
H -2.331870 3.394882 -1.994893 0.004 -0.291 -0.109
H -1.732497 2.044178 -3.009864 -0.015 0.250 0.141
C -4.049628 1.207446 -0.205683 -0.279 -0.104 0.391
H -4.262163 2.078120 0.433561 0.176 -0.299 -0.170
H -4.777597 1.226136 -1.033659 0.446 -0.032 0.145
H -4.231014 0.288950 0.370499 0.090 0.310 -0.008
C 2.997474 -2.736193 0.830865 -0.326 -0.209 0.157
H 3.940476 -3.066032 0.350806 -0.492 0.277 0.229
H 3.071835 -2.932373 1.917662 -0.135 0.108 -0.572
H 2.172053 -3.323145 0.394683 0.224 0.162 0.349
C 4.481681 -0.393796 0.601754 0.301 0.341 0.026
H 4.732759 -0.092924 1.628186 -0.100 0.006 -0.318
H 5.170886 -1.202422 0.312406 -0.335 0.228 0.037
H 4.639754 0.443849 -0.088395 0.080 -0.006 0.336
C 1.111786 -0.444382 3.742371 -0.147 0.197 0.015
Si -0.693940 -0.532390 3.179238 -0.005 -0.702 0.375
C -1.640623 -1.474688 4.484987 -0.130 0.158 0.090
C -1.345069 1.258175 3.090921 0.025 -0.059 0.058
C -0.749301 -1.177207 1.445656 0.206 0.321 -0.966
H 1.101260 0.053500 4.723992 0.204 -0.127 -0.223
H 1.795862 0.123290 3.089664 -0.089 -0.035 0.192
H 1.544959 -1.447817 3.869651 -0.165 0.257 -0.051
H -1.502628 -0.916559 5.424261 -0.155 -0.282 -0.097
H -2.718343 -1.557032 4.283097 0.292 0.131 0.025
H -1.263897 -2.498546 4.628698 0.031 0.362 -0.091
H -0.869802 1.949974 2.363533 -0.151 0.065 0.269
H -2.425825 1.273624 2.885179 0.295 0.047 0.057
H -1.166281 1.702316 4.081688 -0.116 0.074 -0.326
H -0.131567 -2.066833 1.249695 0.008 0.124 0.189
H -1.754281 -1.431855 1.076426 0.026 0.178 0.197
```
Positions in Å, forces in eV/Å.

- Spin multiplicity: 3
- Gap between HOMO and LUMO (spin up / spin down): 7.9 / 8.2 eV
- HOMO (spin up / spin down): -14.4394 / -14.3823 eV
- Charge: +2
- Relative energy (zero: lowest compared OMol25 entry of this formula, charge and spin): 18.0 kcal per mole
- LUMO (spin up / spin down): -6.53 / -6.17 eV

Molecular weight values (in Da) by entry order: 452.24, 530.31, 304.45, 491.38.